1.
Computed, not measured: C11H16BClN6Sr as an isolated structure at a distorted geometry, with ωB97M-V/def2-TZVPD.

Properties
HOMO level = -7.04 eV
total charge = 0

Positions of all 36 atoms, in Å:
N 0.6803 1.9507 -0.8130
H -0.7674 -3.2477 0.9788
H 2.3773 -2.4916 1.1812
H -1.0981 -0.8160 3.2615
C 2.3643 -1.8843 0.2987
Cl 0.5796 0.7520 3.7897
H 1.1610 1.0403 -2.8200
Sr -0.8079 -0.6465 1.3712
N 1.6659 -0.3717 -1.1360
C -2.5780 -0.7475 -1.1142
H -2.4447 -2.7737 0.6396
N 1.3871 -0.9659 0.0814
H -1.9159 -3.0059 2.3245
C 0.1787 3.0702 0.9654
H 1.4501 3.4703 -2.0389
H -1.0767 0.2943 -3.8750
N -1.3684 -0.3080 -0.7164
C 0.6939 3.9756 0.0570
C 1.0274 3.2344 -1.0774
H 4.1708 -2.4323 -0.9148
N -0.6643 0.1106 -1.8407
H -0.2065 3.2461 1.9924
C 3.2802 -1.8408 -0.7887
C -1.5676 -2.5863 1.2458
B 0.7360 0.7106 -1.7639
H -3.2873 -1.1361 -0.4443
C -2.6438 -0.5720 -2.5223
H -3.5258 -0.8370 -3.1673
N 0.1710 1.8337 0.4608
H -1.7662 0.4178 4.3429
C 2.7956 -0.8679 -1.6499
H 0.8262 5.0593 0.1701
C -0.8568 -0.1861 4.1048
C -1.4469 -0.0335 -2.9199
H -0.6739 -0.9492 4.9356
H 3.1505 -0.4661 -2.5988

In elementary charge units, the Mulliken charges are: N 0.052; H 0.329; H 0.461; H 0.025; C -0.398; Cl -0.114; H -0.146; Sr 2.248; N 0.003; C -0.235; H 0.356; N -0.148; H 0.225; C -0.224; H 0.429; H 0.452; N -0.890; C -1.023; C -0.155; H 0.376; N 0.155; H 0.353; C -1.043; C -1.793; B -0.100; H 0.615; C -1.035; H 0.301; N 0.007; H 0.309; C -0.125; H 0.342; C -0.225; C -0.110; H 0.323; H 0.406


2.
Computed, not measured: a single C11H16BNO4 molecule at a distorted geometry, with ωB97M-V/def2-TZVPD.

Properties
HOMO level = -9.02 eV
structure (SMILES) = NC[C@H]1OB(O)c2c(OCCCO)cccc21
total charge = 0

Positions of all 33 atoms, in Å:
H 2.0819 -1.1106 1.1899
C -0.9092 -0.0297 -2.0441
H -1.6952 3.1666 -1.0678
H 0.7820 -3.7545 1.1057
H -0.6012 5.0021 2.3347
H 0.4576 3.7458 0.6596
H -1.2671 -2.5025 -0.8050
C -1.1260 2.2296 -1.1501
N -0.9970 4.2541 2.8609
H 1.7743 -4.9672 0.3435
C 0.0004 2.8166 1.0169
H -0.2307 -4.8313 -1.0840
H -1.3419 -0.7070 -2.7192
H 2.3552 -2.3373 -0.6418
C -0.3400 1.8699 -0.0994
C -0.2273 -2.6362 -1.3024
H -0.2085 3.9756 3.4328
H -2.0773 3.6572 1.1988
C -1.4083 1.3094 -2.1138
O 0.9663 2.1396 1.8389
C 0.5402 -3.9851 -1.0718
O 2.4827 -3.0482 0.0834
C -0.0261 -0.4269 -1.0261
B 1.1264 0.8019 1.2248
C 0.1960 0.5976 -0.0170
C 1.3850 -3.9484 0.1655
O 0.5659 -1.5850 -0.8346
H -1.6480 2.3115 2.2120
O 1.8769 -0.2814 1.6508
C -1.2496 3.2570 1.8092
H -2.0105 1.6507 -2.8697
H 1.2102 -4.2226 -1.8927
H -0.4370 -2.4114 -2.3878

In elementary charge units, the natural (NBO) charges are: H 0.535; C -0.331; H 0.208; H 0.167; H 0.336; H 0.179; H 0.187; C -0.230; N -0.804; H 0.185; C 0.061; H 0.231; H 0.213; H 0.492; C 0.009; C -0.070; H 0.359; H 0.199; C -0.161; O -0.687; C -0.459; O -0.749; C 0.418; B 1.130; C -0.460; C -0.066; O -0.540; H 0.194; O -0.918; C -0.235; H 0.210; H 0.216; H 0.180


3.
Computed, not measured: C11H16BrCuNO4 as an isolated structure, with ωB97M-V/def2-TZVPD.

Properties
multiplicity = 2
HOMO level (spin up / spin down) = -9.38 / -9.12 eV
total charge = 0

Positions of all 34 atoms, in Å:
H 0.8970 2.3581 -3.4486
H -1.6503 -0.4537 -3.4849
Cu -0.3749 1.0140 0.4325
H 0.8718 1.5369 3.0864
C 0.3067 2.2311 -2.5386
O 1.4993 0.8034 0.7905
N -0.4532 -0.9800 1.4447
C -1.4117 -1.8682 1.6124
H 1.6179 -0.0008 -1.7357
O 3.0479 -0.6405 1.5243
C -1.2702 0.5672 -3.5520
H -0.3867 2.0968 4.2164
H 0.3620 -4.6918 1.9631
C 0.0637 2.2430 3.2370
C -1.1819 -3.2184 1.7999
C 0.1381 -3.6421 1.8212
H -1.5178 2.7353 2.1341
C 1.9067 -0.3403 1.2326
C 1.1593 -2.7217 1.6576
H 1.3527 -0.1795 -3.4818
C -0.2622 0.8177 -2.4350
H 0.4639 -1.2092 -2.3397
H -2.0062 -3.9049 1.9223
O -0.9174 1.9873 2.2102
O -0.9574 0.6536 -1.2171
H 2.2049 -2.9946 1.6742
C 0.8685 -0.2075 -2.5033
H -2.1126 1.2561 -3.4583
H -0.5027 2.9658 -2.5414
C 0.8206 -1.3959 1.4569
H 0.9587 2.4277 -1.6823
H -0.8060 0.7099 -4.5300
H 0.4591 3.2534 3.1503
Br -3.1873 -1.2083 1.5823

In elementary charge units, the natural (NBO) charges are: H 0.209; H 0.212; Cu 1.411; H 0.219; C -0.632; O -0.846; N -0.542; C 0.164; H 0.222; O -0.624; C -0.614; H 0.181; H 0.226; C -0.251; C -0.274; C -0.144; H 0.498; C 0.739; C -0.214; H 0.207; C 0.233; H 0.209; H 0.239; O -0.778; O -0.861; H 0.256; C -0.629; H 0.209; H 0.205; C 0.105; H 0.210; H 0.204; H 0.184; Br 0.068


4.
Computed, not measured: an isolated ion of composition C11H16BrN3 and charge +2 at a distorted geometry, with ωB97M-V/def2-TZVPD.

Properties
HOMO level (spin up / spin down) = -15.69 / -15.69 eV
structure (SMILES) = Cc1cc(C)c(N(C=[NH2+])C(=[NH2+])Br)c(C)c1
total charge = +2

Positions of all 31 atoms, in Å:
H 2.1709 2.9505 -2.5285
H -4.5782 -0.7474 1.1616
H -1.3161 2.8488 1.0961
C 1.8062 2.0273 -2.9175
C 0.4492 -0.8292 -0.9597
H -1.5952 1.1793 1.8213
H 1.7716 -0.7224 -2.5633
H -3.5743 -1.8466 2.1371
C -0.2296 -0.1420 0.0635
C 1.1540 -0.1132 -1.8791
H 1.1746 -1.7751 1.5465
N -3.6376 -1.1409 1.4248
H -0.0855 1.9019 2.1487
H 1.4397 -2.7146 -0.4497
N -1.0110 -0.7744 0.9957
H 0.4542 2.9668 -1.0298
C -0.8665 1.9021 1.4542
H 2.5685 1.5545 -3.3901
C -0.7009 -1.5940 2.0165
H 0.6986 -2.6016 -1.9688
H 0.7507 -2.4481 3.1050
C 1.2071 1.2535 -1.8735
H -1.5395 -1.9814 2.5861
Br -3.0049 -0.0999 -1.0149
H -0.2873 -2.8428 -0.6558
C -0.2123 1.2890 0.2180
N 0.5056 -1.9254 2.2658
C -2.6613 -0.9165 0.5615
H 1.1507 1.9999 -3.7777
C 0.5470 -2.3265 -0.9426
C 0.4716 1.9105 -0.7813

In elementary charge units, the natural (NBO) charges are: H 0.249; H 0.479; H 0.264; C -0.679; C 0.041; H 0.189; H 0.237; H 0.448; C 0.027; C -0.242; H 0.446; N -0.710; H 0.251; H 0.237; N -0.374; H 0.240; C -0.628; H 0.253; C 0.415; H 0.265; H 0.463; C 0.162; H 0.217; Br 0.409; H 0.214; C 0.038; N -0.647; C 0.366; H 0.271; C -0.672; C -0.228


5.
Computed, not measured: a single C11H16BrN5S molecule at a distorted geometry, with ωB97M-V/def2-TZVPD.

Properties
HOMO level = -8.54 eV
structure (SMILES) = CCNc1nnc(CCn2nc(C)c(Br)c2C)s1
total charge = 0

Positions of all 34 atoms, in Å:
H 5.1263 1.0565 -1.1430
H -5.5815 2.5022 -1.1473
H -6.0876 2.5035 0.5414
H 6.3462 -0.5736 -2.5746
H 6.6155 0.5141 -0.3469
N 4.8671 -0.2035 0.4670
Br -6.2179 -0.7542 -0.4675
H -4.0133 -2.6437 0.2002
C -3.4272 -0.6274 0.4136
C -3.1357 -2.0784 0.5044
C -4.5857 0.0366 0.0539
N -3.0594 1.5681 0.5527
C 5.7681 -0.9226 -1.7239
H 5.3110 -0.8418 1.1115
H -2.8800 -2.3567 1.5269
H -1.0165 -0.7489 1.6026
N -2.5392 0.3474 0.7130
H -0.3131 1.2525 -0.6022
C -0.2465 0.2645 -0.1425
H -4.6959 3.4839 0.0388
H 4.7877 -1.2356 -2.0754
C 1.1583 -0.0266 0.2349
C -1.1621 0.2013 1.0874
H -0.9126 1.0184 1.7672
H -2.3020 -2.3526 -0.1412
C -4.3076 1.4128 0.1559
C 5.6291 0.1960 -0.6931
H 6.2719 -1.7826 -1.2881
S 2.5243 0.5820 -0.7146
C -5.2225 2.5478 -0.1195
N 2.8329 -0.8762 1.3813
H -0.5781 -0.4693 -0.8853
N 1.5211 -0.7300 1.2369
C 3.5249 -0.2641 0.4756

In elementary charge units, the natural (NBO) charges are: H 0.200; H 0.224; H 0.225; H 0.215; H 0.206; N -0.600; Br 0.056; H 0.243; C 0.141; C -0.652; C -0.205; N -0.279; C -0.621; H 0.406; H 0.230; H 0.230; N -0.159; H 0.234; C -0.456; H 0.233; H 0.213; C 0.054; C -0.204; H 0.231; H 0.224; C 0.119; C -0.210; H 0.208; S 0.257; C -0.639; N -0.346; H 0.224; N -0.254; C 0.254


6.
Computed, not measured: a 2-piece molecular cluster, C11H16Cl2N overall at a distorted geometry, with ωB97M-V/def2-TZVPD.

Properties
HOMO level = -12.98 eV
total charge = +1

Positions of all 30 atoms, in Å:
C 0.5408 1.2496 0.2092
H -0.3303 -0.7073 -3.2382
H -1.0778 -2.0515 -3.6017
C -1.2108 -1.7741 -1.4922
H -0.6324 0.6853 -1.6442
C 1.2694 2.9197 2.2908
Cl 2.0074 -2.7805 -2.1523
H -0.5593 3.9156 1.7782
H -2.6872 0.0326 -0.4988
C 2.0445 1.7181 2.0938
H 0.5731 -2.2709 0.2891
C -0.8761 -1.5107 -2.7530
H 2.3645 0.0134 0.7461
H 2.8659 1.3569 2.6261
H -1.6982 0.3480 1.0789
H 2.6365 -3.6762 -2.8675
C 0.1189 3.1392 1.6170
H 1.3569 3.5899 3.0404
H 0.5546 -1.0209 1.2360
N -0.8210 -0.8716 -0.3794
C -0.1558 -1.6016 0.7524
H -2.4992 -0.9758 0.8851
H -1.1388 2.5485 0.1304
C 0.1342 0.3065 -0.8558
C 1.7078 0.9783 1.0019
Cl -2.1981 -3.1182 -1.1868
C -0.2563 2.3271 0.5628
C -2.0037 -0.3185 0.3214
H -0.8610 -2.1017 1.3075
H 0.8312 -0.3491 -1.2974

In elementary charge units, the natural (NBO) charges are: C -0.138; H 0.239; H 0.245; C 0.071; H 0.238; C -0.144; Cl -0.305; H 0.226; H 0.230; C -0.205; H 0.233; C -0.370; H 0.219; H 0.237; H 0.246; H 0.310; C -0.206; H 0.223; H 0.253; N -0.245; C -0.427; H 0.225; H 0.209; C -0.190; C -0.176; Cl 0.107; C -0.154; C -0.413; H 0.231; H 0.230


7.
Computed, not measured: a single C11H16ClNO2 molecule at a distorted geometry, with ωB97M-V/def2-TZVPD.

Properties
HOMO level (spin up / spin down) = -6.89 / -7.63 eV
total charge = 0

Positions of all 31 atoms, in Å:
H 0.0187 -2.5285 -1.6182
C 1.3058 0.2935 -1.6619
H -0.3231 -1.4440 2.4729
C 0.4161 -0.9594 0.4874
H 1.5161 2.3204 -1.6977
C -0.8774 -1.4941 -0.2179
H -3.3036 -2.4583 -1.1459
H 2.3751 -0.0336 -1.7544
N -2.3130 0.4610 0.2891
C 0.6644 2.5326 1.1579
H 1.6683 -2.9330 0.7128
C 1.6046 -1.8684 0.2285
H -0.4620 0.2043 2.2132
H 0.9543 2.0648 2.0170
H -1.9142 2.3221 1.0062
H 0.6830 -0.2543 -2.3165
C -2.1850 -0.7986 -0.2421
H -4.0612 -0.7273 -0.8757
C -1.4852 1.3775 0.4873
H 0.1969 3.4433 1.1965
H -0.1801 2.1351 -0.9588
O -0.8391 -2.3001 -1.2926
H 2.4202 -1.3368 0.6496
C -3.2934 -1.3690 -0.7974
Cl 2.3949 2.8543 0.4908
H 1.6946 -1.9944 -0.7810
C -0.0283 1.6843 0.0712
C 0.6901 0.4593 -0.2913
O 1.4791 1.5694 -2.2649
H 1.0739 -0.5955 2.4009
C 0.1096 -0.6269 2.0350

In elementary charge units, the natural (NBO) charges are: H 0.485; C -0.158; H 0.216; C -0.124; H 0.477; C 0.334; H 0.215; H 0.198; N -0.430; C -0.263; H 0.221; C -0.612; H 0.208; H 0.222; H 0.159; H 0.180; C 0.021; H 0.197; C 0.179; H 0.214; H 0.276; O -0.674; H 0.227; C -0.368; Cl -0.132; H 0.191; C -0.453; C 0.122; O -0.746; H 0.205; C -0.588


8.
Computed, not measured: C11H16ClO2TiZr as an isolated structure at a distorted geometry, with ωB97M-V/def2-TZVPD.

Properties
multiplicity = 2
HOMO level (spin up / spin down) = -6.24 / -6.22 eV
total charge = 0

Positions of all 32 atoms, in Å:
C 1.9596 -1.7870 -0.8494
O 0.4679 0.4351 0.4198
Zr -2.1362 -0.7972 -2.9351
H -2.6949 -2.2620 -5.3240
C 2.3698 3.0219 3.5271
H -0.3504 1.1966 -3.7826
H 2.8606 -1.3446 -0.4352
Cl -1.5651 -2.6579 -0.5283
C 1.7211 2.4353 2.4395
H 1.6172 2.9107 1.4603
Ti 0.3493 -1.6712 0.2364
H -1.3980 1.5942 -2.5048
H -4.6540 -1.1723 -1.6915
C -1.4255 1.1655 -3.4789
H -1.3774 -3.0950 -4.4110
C 1.1589 1.1639 2.6652
H 3.0564 2.7576 5.5892
O 0.6841 -1.0495 1.9628
C 1.2149 0.5317 3.8921
C 0.7491 0.2486 1.6382
H -4.9218 -0.8496 -3.4369
C -1.8238 -2.1130 -4.6653
H 2.8044 4.0221 3.4441
C 2.5108 2.3350 4.7447
C -4.2954 -0.5975 -2.5668
H 0.7634 -0.4447 3.9860
H -1.0632 -1.5574 -5.2518
H -4.4662 0.4715 -2.3400
H 2.0863 -2.8894 -0.6919
H 1.9477 0.5321 5.8738
C 1.9175 1.0900 4.9343
H 1.9332 -1.6232 -1.9199

In elementary charge units, the natural (NBO) charges are: C -1.111; O -0.630; Zr 1.923; H 0.244; C -0.219; H 0.191; H 0.251; Cl -0.488; C -0.137; H 0.246; Ti 1.464; H 0.171; H 0.219; C -1.258; H 0.226; C -0.213; H 0.224; O -0.746; C -0.135; C 0.797; H 0.240; C -1.273; H 0.228; C -0.162; C -1.266; H 0.247; H 0.239; H 0.236; H 0.218; H 0.224; C -0.208; H 0.257


Number 1: DFT total energy -34640.281 eV. Number 2: DFT total energy -22023.807 eV. Number 3: DFT total energy -136028.691 eV. Number 4: DFT total energy -86160.165 eV. Number 5: DFT total energy -99994.529 eV. Number 6: DFT total energy -38191.834 eV. Number 7: DFT total energy -29767.614 eV. Number 8: DFT total energy -52675.974 eV.